(1)
Computed, not measured: a cluster of 10 separate species, C39H64N10O13 in total, with ωB97M-V with the def2-TZVPD basis set.

The geometry in ORCA input format:
```
! wB97M-V def2-TZVPD RIJCOSX def2/J DEFGRID3
* xyz 0 1
O 0.8885 1.1199 3.8794
N 0.5145 1.6879 2.7934
O 0.2995 2.8659 2.5824
C 0.4015 0.8399 1.5294
C -0.3985 1.4249 0.2434
C -0.5375 0.5269 -1.0256
C 0.0405 -0.8761 -0.8896
C 0.6595 -1.3451 0.2064
C 0.8405 -0.6031 1.4394
H -0.6935 2.2729 0.3694
H -0.9725 0.8979 -1.8876
H -0.0335 -1.5201 -1.6486
H 1.0845 -2.3141 0.2944
H 1.2805 -1.1091 2.3044
O -3.0225 0.5139 -4.0036
N -4.2695 0.2799 -3.8216
O -4.8045 -0.5881 -4.5196
C -5.1085 1.3119 -3.2686
C -4.5495 2.7469 -2.9196
C -5.2855 3.6379 -2.2166
C -6.6785 3.3269 -1.8116
C -7.2295 2.1919 -2.1956
C -6.6425 1.1289 -3.0286
H -3.4905 3.1179 -3.0636
H -4.7725 4.7509 -1.8926
H -7.1395 4.0859 -1.3086
H -8.4005 2.0259 -2.0086
H -7.0365 0.2069 -3.2246
O -0.3675 5.3449 -1.8236
N -1.0035 4.9999 -0.8206
O -2.0215 4.2839 -0.8776
C -0.6255 5.6899 0.4164
C -1.6085 5.6259 1.5764
C -1.3345 6.3809 2.8094
C 0.0485 7.0409 2.9224
C 0.8725 7.2489 1.8574
C 0.5655 6.5549 0.4684
H -2.3915 4.8539 1.5084
H -1.9935 6.3299 3.6664
H 0.2505 7.4529 3.9414
H 1.7485 7.7359 1.9464
H 1.1625 6.3039 -0.4056
C -0.1215 -3.9071 2.9344
N -1.4145 -3.6161 3.7414
C -1.2435 -2.9341 4.9364
C -2.6475 -4.0511 3.3664
O -3.6375 -3.8051 4.0404
H 0.7315 -3.5421 3.3484
H -0.1725 -3.5571 2.0174
H -0.2215 -5.0041 2.8154
H -1.9315 -2.3271 5.4474
H -0.4985 -2.2991 5.2294
H -1.1115 -3.7121 5.5614
H -2.7495 -4.4961 2.2374
C 4.3615 1.0919 2.1144
N 4.0345 1.8179 0.9394
C 3.4095 3.1349 1.1544
C 4.0805 1.2309 -0.1926
O 3.9375 1.8489 -1.3556
H 4.5575 1.6419 2.9834
H 5.4215 0.7899 1.8664
H 3.6725 0.2139 2.1894
H 2.4035 3.1039 1.2694
H 3.6485 3.5949 0.2294
H 3.9885 3.6609 1.8814
H 4.3105 0.0489 -0.1116
C 0.9725 4.5329 5.4664
N 2.0325 5.5629 5.2604
C 2.9785 5.3699 4.1474
C 2.0635 6.7649 5.8824
O 2.8935 7.7699 5.7944
H 1.5215 3.7429 5.1734
H 0.1275 4.5639 4.8314
H 0.5665 4.2649 6.4154
H 3.2035 6.2219 3.6034
H 2.5545 4.6059 3.4364
H 3.9915 4.9149 4.5404
H 1.2135 6.8539 6.5304
C -1.3955 -5.7661 -0.5366
N -0.3575 -6.2611 0.3144
C -0.6945 -7.3031 1.2164
C 0.8845 -5.6941 0.1774
O 1.7825 -6.0471 0.9584
H -2.0175 -6.7371 -1.0436
H -1.1435 -5.1341 -1.2526
H -2.1385 -5.1211 0.0844
H -1.0615 -8.2811 0.8394
H -1.4085 -6.9691 1.8664
H 0.1745 -7.6341 1.8864
H 0.7645 -4.9471 -0.5936
C 4.0985 -5.0121 -0.9856
N 3.6965 -3.6841 -0.7096
C 3.3685 -2.8251 -1.8926
C 4.0275 -3.2171 0.5464
O 3.9635 -1.9931 0.7984
H 4.2815 -5.7621 -0.2556
H 4.8865 -4.9421 -1.8896
H 3.2345 -5.5961 -1.5876
H 3.4295 -1.8201 -1.6356
H 2.4225 -3.3651 -2.3636
H 4.1675 -3.0611 -2.5716
H 4.2625 -4.0151 1.1914
C -0.0655 0.8249 -5.0286
N 1.4265 1.0669 -5.0736
C 2.3205 0.9459 -3.8816
C 1.8095 1.5589 -6.2816
O 3.0705 1.7429 -6.5566
H -0.3935 0.1699 -5.8536
H -0.6855 1.7149 -4.7446
H -0.3155 0.0709 -4.2626
H 1.9235 -0.0041 -3.4586
H 2.0665 1.7069 -3.1786
H 3.3505 0.8799 -4.2066
H 0.9725 1.9959 -6.8366
C -3.9405 -4.2351 -2.9516
N -2.4755 -4.3501 -3.4726
C -1.8895 -5.5581 -4.1286
C -1.6165 -3.3641 -3.1966
O -0.3885 -3.5341 -3.3626
H -4.5265 -5.1551 -3.2036
H -4.1995 -3.3041 -3.1796
H -3.8175 -4.4321 -2.0426
H -2.8435 -6.1361 -4.3986
H -1.2495 -6.0771 -3.3606
H -1.1505 -5.3721 -4.8986
H -1.7895 -2.5111 -2.8246
*
```

- Kohn-Sham gap: 6.6 eV
- Molecular weight: 881.00 u
- Energy relative to the best compared isomer or geometry (same formula, charge and spin): 470.4 kcal/mol

=====

(2)
Computed, not measured: a cluster of 11 separate species, C39H64O33 in total, with ωB97M-V with the def2-TZVPD basis set.

The geometry in ORCA input format:
```
! wB97M-V def2-TZVPD RIJCOSX def2/J DEFGRID3
* xyz 0 1
C 1.6861 -2.9281 1.1301
C 1.3925 -1.7380 0.2378
C 0.3919 -0.7119 0.8650
O 1.0215 0.4795 0.7785
C 2.2577 0.3413 0.4037
O 3.0053 1.3022 0.2218
O 2.5010 -0.9528 0.1299
H 2.1547 -2.6187 2.0643
H 2.3215 -3.5675 0.5173
H 0.8409 -3.5898 1.3192
H 1.0267 -2.0453 -0.7419
H 0.2432 -1.1543 1.8501
H -0.5646 -0.8001 0.3498
C 1.5652 -4.1995 -3.9201
C 0.5096 -5.1267 -3.4193
C -0.0917 -6.0540 -4.4255
O -0.2941 -7.2467 -3.7502
C 0.3474 -7.2553 -2.5805
O 0.3705 -8.1868 -1.8083
O 0.9371 -6.0512 -2.3512
H 2.2134 -3.6816 -3.2132
H 1.1968 -3.4300 -4.5984
H 2.2393 -4.8090 -4.5218
H -0.2819 -4.4933 -3.0187
H 0.5017 -6.1673 -5.3328
H -1.0146 -5.6444 -4.8361
C -9.7183 0.5863 0.4796
C -8.8385 -0.2053 -0.4788
C -8.1860 0.5938 -1.6049
O -6.9031 0.0603 -1.6409
C -6.5956 -0.6484 -0.5778
O -5.5720 -1.2905 -0.3690
O -7.6688 -0.6417 0.2575
H -10.7466 0.3511 0.2050
H -9.6009 1.6506 0.2752
H -9.6630 0.5866 1.5682
H -9.5060 -0.9914 -0.8319
H -7.9037 1.6401 -1.4877
H -8.8589 0.5102 -2.4584
C 8.5903 -4.0139 -1.1675
C 7.8910 -4.6150 0.0966
O 7.0633 -5.6663 -0.3093
C 7.6028 -6.9125 -0.4267
O 8.7763 -7.1874 -0.6352
O 6.6570 -7.8111 -0.7037
C 5.2579 -7.5930 -0.7510
H 8.8370 -4.7721 -1.9108
H 9.3994 -3.4034 -0.7667
H 7.9166 -3.2737 -1.5991
H 7.2413 -3.7903 0.3895
H 8.6138 -4.8807 0.8680
H 4.7724 -8.5554 -0.9124
H 5.0243 -6.9833 -1.6239
H 4.8909 -7.1588 0.1790
C 1.8253 10.1363 -5.4191
C 3.0290 10.4272 -4.5823
O 3.0229 9.3789 -3.6557
C 3.9882 9.3749 -2.6636
O 4.8801 10.1920 -2.4587
O 3.8601 8.2771 -1.8767
C 2.8006 7.3007 -2.1077
H 1.9236 9.2814 -6.0880
H 1.7433 10.9733 -6.1125
H 0.8961 10.0652 -4.8537
H 2.8560 11.4220 -4.1718
H 3.9896 10.6145 -5.0620
H 2.9781 6.3861 -1.5419
H 2.6304 6.9664 -3.1312
H 1.7908 7.5164 -1.7586
C -9.7448 6.2941 0.3195
C -8.9136 6.0031 1.5125
O -7.8815 5.1414 1.0253
C -7.1786 4.3874 1.8045
O -7.2939 4.0810 2.9841
O -6.2111 3.9553 0.8975
C -5.1408 3.2089 1.3843
H -10.4853 7.0908 0.3901
H -10.2832 5.3834 0.0572
H -9.0867 6.6466 -0.4747
H -9.5668 5.4867 2.2158
H -8.4452 6.9036 1.9097
H -5.6662 2.3723 1.8450
H -4.3657 3.6150 2.0342
H -4.5968 2.7808 0.5423
C 10.7998 1.4378 -0.3744
O 10.3880 2.4963 0.5490
C 9.3150 2.3504 1.2702
O 8.6502 1.2779 1.4029
O 8.8954 3.6073 1.4189
C 7.4833 3.9052 1.6157
H 11.7241 1.8376 -0.7915
H 10.0899 0.9804 -1.0635
H 11.0986 0.6891 0.3593
H 7.0279 3.1931 2.3039
H 6.9065 3.9684 0.6930
H 7.4580 4.8721 2.1183
O -0.6233 0.8002 -3.4602
C -1.0291 1.9120 -3.1270
O -2.3400 2.3212 -3.1160
C -2.4603 3.6659 -2.7022
C -1.0760 3.9075 -2.0851
O -0.2202 2.9707 -2.7684
H -2.6861 4.4204 -3.4558
H -3.2604 3.8165 -1.9774
H -0.8464 3.6974 -1.0404
H -0.8423 4.9650 -2.2081
O -4.6562 0.2335 5.6718
C -4.2413 -0.9289 5.5433
O -3.0265 -1.3776 5.9692
C -2.8044 -2.6524 5.3641
C -4.1846 -3.1051 5.0035
O -4.8263 -1.8561 4.8508
H -2.1677 -2.5900 4.4816
H -2.3532 -3.3507 6.0690
H -4.6561 -3.8105 5.6878
H -4.4399 -3.5826 4.0575
O -2.9012 -6.3896 2.0573
C -3.9154 -6.6460 1.4165
O -3.9815 -6.7122 0.1374
C -5.3535 -6.8784 -0.2443
C -6.1049 -7.3470 1.0177
O -5.1426 -6.8269 1.9601
H -5.6208 -5.9907 -0.8175
H -5.3602 -7.8086 -0.8125
H -6.2343 -8.4282 1.0661
H -7.0915 -6.8876 1.0780
O 2.0003 -1.7883 6.1803
C 3.0171 -1.3173 5.6724
O 3.0639 -0.0876 5.0240
C 4.3732 0.2572 4.5382
C 4.9507 -1.1397 4.5668
O 4.1509 -1.9184 5.3746
H 4.4182 0.5744 3.4964
H 4.9945 0.9720 5.0777
H 5.9494 -1.0323 4.9899
H 5.0864 -1.5948 3.5857
*
```

- Kohn-Sham gap: 10.5 eV
- Molecular weight: 1060.91 u
- Energy relative to the best compared isomer or geometry (same formula, charge and spin): 153.3 kcal/mol